Formula: C44H44N6O6W
Source: OMol25
Level of theory: ωB97M-V/def2-TZVPD

The geometry in XYZ format:
```
101
Properties=species:S:1:pos:R:3:lowdin_charge:R:1
W 0.421 1.105 1.471 1.71
C -0.232 -3.315 3.260 -0.18
C 0.164 -3.567 1.798 -0.18
C 1.585 -3.200 1.390 -0.17
N 1.836 -1.781 1.341 0.10
C 1.349 -0.713 1.404 -0.12
C 3.506 0.656 -0.296 -0.04
C 4.613 -0.091 -0.668 -0.08
C 5.612 -0.376 0.253 -0.10
C 5.503 0.101 1.552 -0.09
C 4.397 0.849 1.930 -0.04
C 3.387 1.115 1.011 -0.34
N 2.225 1.852 1.397 -0.19
C 2.572 3.246 1.739 -0.21
C 1.509 4.229 1.283 -0.17
C 0.253 4.177 2.147 -0.22
N 0.002 2.830 2.643 -0.11
C -0.823 2.657 3.660 -0.20
C -1.643 3.698 4.147 0.00
C -2.502 3.760 5.223 -0.07
C -2.796 2.803 6.182 -0.10
C -2.290 1.521 6.217 -0.07
C -1.431 0.861 5.349 0.00
C -0.785 1.277 4.175 -0.20
N -0.005 0.469 3.444 -0.12
C 0.267 -0.877 3.964 -0.22
C -0.790 -1.921 3.577 -0.16
H 0.614 -3.546 3.918 0.12
H -1.006 -4.044 3.509 0.11
H -0.541 -3.064 1.128 0.11
H 0.069 -4.637 1.590 0.11
H 1.800 -3.584 0.391 0.12
H 2.318 -3.642 2.068 0.12
H 2.717 0.899 -0.999 0.09
H 4.699 -0.451 -1.687 0.10
H 6.474 -0.962 -0.041 0.10
H 6.278 -0.115 2.277 0.10
H 4.299 1.209 2.947 0.11
H 3.514 3.493 1.247 0.12
H 2.735 3.334 2.821 0.12
H 1.281 4.023 0.239 0.09
H 1.920 5.239 1.335 0.12
H -0.607 4.542 1.576 0.12
H 0.386 4.840 3.009 0.12
H -1.604 4.604 3.559 0.09
H -3.019 4.707 5.332 0.11
H -3.490 3.083 6.964 0.10
H -2.632 0.910 7.046 0.11
H -1.267 -0.170 5.622 0.08
H 0.389 -0.832 5.049 0.11
H 1.241 -1.179 3.597 0.09
H -1.343 -1.547 2.713 0.10
H -1.518 -2.010 4.387 0.11
C 3.235 -2.732 -5.226 -0.05
C 1.987 -3.131 -4.487 -0.23
C 1.601 -4.466 -4.449 -0.06
C 0.460 -4.851 -3.764 -0.09
C -0.302 -3.906 -3.100 -0.04
C 0.065 -2.562 -3.143 -0.19
N -0.638 -1.580 -2.416 0.11
C -1.941 -1.649 -1.977 -0.17
C -2.927 -2.293 -2.743 -0.02
C -4.243 -2.307 -2.336 -0.07
C -4.639 -1.681 -1.153 -0.09
C -3.687 -1.037 -0.396 -0.03
C -2.344 -1.010 -0.783 -0.07
C -1.404 -0.287 0.095 -0.57
O -1.744 0.196 1.200 -0.06
O -0.178 -0.118 -0.264 -0.16
C 1.211 -2.161 -3.843 -0.15
C 1.626 -0.714 -3.881 -0.01
H 3.750 -3.609 -5.615 0.07
H 3.926 -2.189 -4.578 0.08
H 3.006 -2.075 -6.068 0.08
H 2.205 -5.208 -4.957 0.10
H 0.170 -5.893 -3.731 0.10
H -1.172 -4.208 -2.533 0.11
H -0.060 -0.952 -1.875 0.10
H -2.641 -2.755 -3.677 0.12
H -4.979 -2.801 -2.957 0.11
H -5.675 -1.693 -0.843 0.10
H -3.953 -0.532 0.524 0.12
H 0.809 -0.047 -3.613 0.07
H 1.971 -0.434 -4.877 0.08
H 2.451 -0.516 -3.189 0.08
O 0.823 2.308 -1.677 0.07
C -0.283 2.351 -1.178 -0.56
O -0.546 2.332 0.105 -0.20
C -1.521 2.371 -2.042 -0.10
C -2.792 2.251 -1.487 0.00
C -3.911 2.168 -2.305 -0.04
C -3.771 2.208 -3.682 0.01
C -2.497 2.332 -4.210 -0.13
C -1.368 2.412 -3.421 0.07
N -2.341 2.364 -5.679 -0.35
O -1.216 2.456 -6.124 0.08
O -3.348 2.290 -6.354 0.07
H -2.889 2.205 -0.411 0.12
H -4.895 2.060 -1.868 0.11
H -4.619 2.141 -4.346 0.12
H -0.383 2.489 -3.857 0.13
```

Values from the calculation:
HOMO-LUMO gap, eV: 6.8
Relative energy (zero: lowest compared OMol25 entry of this formula, charge and spin), kJ/mol: 10.82
Total charge: 0
Max |F|, hartree/bohr: 0.009
Multiplicity: 1